{"formula": "C4H9NO2", "method": "ωB97M-V/def2-TZVPD", "symbols": ["C", "C", "C", "N", "C", "O", "O", "H", "H", "H", "H", "H", "H", "H", "H", "H"], "xyz": [[0.929, -2.458, 0.344], [1.539, -1.117, 0.752], [1.178, -0.134, -0.433], [0.354, 0.976, 0.105], [-0.993, 1.103, -0.060], [-1.839, 1.303, 0.773], [-1.340, 0.898, -1.365], [0.872, -3.168, 1.187], [1.510, -2.934, -0.444], [-0.085, -2.292, -0.017], [2.634, -1.115, 0.760], [1.083, -0.691, 1.645], [2.095, 0.229, -0.886], [0.464, -0.489, -1.186], [0.800, 1.541, 0.804], [-2.205, 1.267, -1.574]], "forces_ev_per_a": [[0.17, -0.51, 1.08], [-0.54, 0.40, -2.39], [-1.24, 0.91, 0.95], [1.11, 0.40, -0.03], [-0.66, -0.54, -0.53], [0.32, 0.77, 0.36], [0.61, -0.05, -0.60], [0.07, 0.19, -0.31], [-0.03, 0.05, -0.10], [-0.04, -0.12, 0.03], [-0.22, -0.33, 0.66], [0.30, -0.26, 0.15], [-0.10, 0.26, -0.31], [0.89, -0.81, -0.05], [-0.47, -0.11, 0.52], [-0.15, -0.26, 0.57]], "lowdin_charge": [-0.12, -0.21, -0.17, 0.04, -0.61, 0.09, 0.08, 0.07, 0.07, 0.07, 0.10, 0.10, 0.11, 0.11, 0.14, 0.12], "e_tot_ev": -9879.0352, "smiles": "CCCNC(=O)O", "relative_energy_kcal_mol": 23.6, "largest_force_ev_per_a": 2.48, "lumo_ev": 0.83}

=====

{"formula": "C4H9NO2", "method": "ωB97M-V/def2-TZVPD", "symbols": ["N", "C", "O", "C", "C", "C", "O", "H", "H", "H", "H", "H", "H", "H", "H", "H"], "xyz": [[1.823, 0.443, 0.992], [1.201, -0.774, 1.050], [1.303, -1.524, 2.005], [0.381, -1.151, -0.181], [-1.044, -0.558, -0.178], [-1.197, 0.743, -0.946], [-0.387, 1.749, -0.350], [2.188, 0.763, 1.878], [1.389, 1.145, 0.405], [0.909, -0.859, -1.097], [0.320, -2.241, -0.162], [-1.731, -1.278, -0.638], [-1.391, -0.413, 0.852], [-0.904, 0.586, -1.997], [-2.253, 1.051, -0.933], [-0.511, 2.570, -0.841]], "forces_ev_per_a": [[-0.09, -0.02, 0.18], [-0.04, -0.06, 0.06], [0.00, 0.18, -0.29], [0.02, -0.10, -0.02], [-0.07, 0.01, 0.04], [-0.23, -0.29, -0.15], [0.02, 0.29, -0.13], [0.01, -0.02, -0.10], [0.07, -0.10, 0.05], [-0.07, -0.01, 0.15], [0.01, 0.14, 0.00], [0.11, 0.10, 0.07], [0.06, -0.03, -0.12], [-0.01, 0.04, 0.17], [0.17, -0.05, 0.01], [0.04, -0.10, 0.10]], "lowdin_charge": [0.16, -0.55, 0.04, -0.11, -0.17, -0.27, -0.08, 0.11, 0.07, 0.12, 0.11, 0.12, 0.13, 0.12, 0.12, 0.10], "e_tot_ev": -9879.4948, "smiles": "NC(=O)CCCO", "relative_energy_kcal_mol": 13.0, "largest_force_ev_per_a": 0.40, "lumo_ev": 0.58}

=====

{"formula": "C4H9NO2", "method": "ωB97M-V/def2-TZVPD", "symbols": ["C", "N", "C", "O", "C", "C", "O", "H", "H", "H", "H", "H", "H", "H", "H", "H"], "xyz": [[1.528, -0.040, -1.155], [1.815, 0.249, 0.258], [1.161, 0.659, 1.358], [-0.149, 0.925, 1.292], [-1.091, 0.800, 0.209], [-1.832, -0.515, 0.378], [-0.979, -1.631, 0.223], [2.440, -0.455, -1.597], [0.723, -0.773, -1.256], [1.279, 0.870, -1.710], [2.791, 0.134, 0.487], [-1.781, 1.640, 0.335], [-0.621, 0.880, -0.771], [-2.313, -0.521, 1.368], [-2.613, -0.609, -0.383], [-0.358, -1.612, 0.964]], "forces_ev_per_a": [[-0.11, 0.00, -0.23], [0.06, 0.10, 0.37], [-0.07, -0.06, -0.41], [0.28, -0.01, 0.14], [-0.08, -0.05, -0.21], [-0.24, 0.19, 0.00], [0.19, -0.02, 0.21], [-0.21, 0.06, 0.11], [0.16, 0.15, 0.01], [0.02, -0.14, 0.08], [-0.12, -0.02, 0.01], [0.07, -0.13, -0.03], [-0.08, -0.02, 0.16], [0.06, 0.00, -0.18], [0.10, 0.06, 0.08], [-0.05, -0.11, -0.11]], "lowdin_charge": [-0.09, -0.07, -0.14, -0.13, -0.17, -0.24, -0.07, 0.08, 0.07, 0.08, 0.10, 0.13, 0.10, 0.13, 0.13, 0.09], "e_tot_ev": -9876.5004, "relative_energy_kcal_mol": 82.1, "largest_force_ev_per_a": 0.42, "lumo_ev": 0.84}

=====

{"formula": "C4H9NO2", "method": "ωB97M-V/def2-TZVPD", "symbols": ["C", "N", "C", "O", "C", "C", "O", "H", "H", "H", "H", "H", "H", "H", "H", "H"], "xyz": [[1.761, -0.129, -1.230], [0.781, 0.232, -0.224], [1.091, 0.830, 0.886], [0.174, 1.262, 1.626], [-1.313, 0.674, 0.203], [-1.742, -0.701, 0.588], [-1.265, -1.705, -0.259], [1.799, -1.215, -1.388], [1.505, 0.334, -2.190], [2.771, 0.206, -0.957], [2.142, 0.961, 1.186], [-1.744, 1.474, 0.794], [-1.304, 0.881, -0.861], [-1.504, -0.880, 1.645], [-2.841, -0.700, 0.498], [-0.312, -1.526, -0.316]], "forces_ev_per_a": [[0.12, -0.06, -0.13], [0.03, 0.19, 0.29], [-0.02, -0.05, -0.08], [0.09, -0.06, -0.11], [-0.21, -0.08, -0.09], [-0.09, 0.31, 0.20], [0.23, -0.09, -0.04], [-0.01, 0.15, 0.02], [0.04, -0.07, 0.13], [-0.15, -0.05, -0.03], [-0.14, -0.03, -0.05], [0.08, -0.10, -0.04], [0.05, -0.03, 0.13], [-0.01, -0.01, -0.16], [0.11, 0.05, 0.03], [-0.11, -0.08, -0.07]], "lowdin_charge": [-0.11, -0.08, -0.40, -0.05, 0.11, -0.30, -0.06, 0.07, 0.08, 0.08, 0.14, 0.09, 0.10, 0.13, 0.14, 0.06], "e_tot_ev": -9875.8041, "relative_energy_kcal_mol": 98.2, "largest_force_ev_per_a": 0.38, "lumo_ev": 0.12}